Density functional theory data (ωB97M-V/def2-TZVPD) for 2 unconnected molecules or ions with the total composition C4H12.

Results
E_HOMO   -0.422 Ha
Multiplicity   1
LUMO   1.14 eV
Net charge   0
Kohn-Sham gap   12.6 eV

Cartesian coordinates (Å):
C: -1.2558 2.5313 1.6470
C: 0.8576 -1.2847 -1.2350
C: -0.8919 1.4547 0.5464
C: 1.2664 -2.7071 -0.9293
H: -1.6051 1.5789 -0.2592
H: 1.4042 -3.3191 -1.8183
H: 0.6564 -0.7217 -0.3308
H: -0.7799 3.4387 1.2756
H: 0.1192 1.6394 0.1938
H: -0.9748 0.4750 0.9983
H: 0.6589 -3.2581 -0.2104
H: -0.0912 -1.2712 -1.7862
H: -2.3340 2.6277 1.6622
H: 1.4986 -0.7270 -1.9119
H: 2.2445 -2.7483 -0.4307
H: -0.7734 2.2913 2.5884

Atomic partial charges in e from the natural (NBO) method, atoms 1 to 5: -0.605, -0.613, -0.602, -0.612, 0.202